Density functional theory data (the ωB97M-V functional and the def2-TZVPD basis) for C54H48N9O4P2SV as an isolated structure in a non-equilibrium geometry.

For the energy above the lowest of the compared OMol25 structures with the same formula, charge and spin, the calculation gives 8.3 kcal per mole. As for the expectation value of S²: 0.781. Its charge is +3. For the HOMO-LUMO gap (spin up / spin down), the calculation gives 4.9 / 2.8 eV. The spin multiplicity is 2.

Positions of all 119 atoms, in Å:
V (0.657, 0.489, -0.169)
O (3.063, 1.920, -3.031)
C (2.181, 1.769, -2.231)
N (1.978, 0.600, -1.472)
C (2.898, -0.486, -1.804)
C (2.111, -1.749, -1.746)
C (2.514, -2.923, -2.362)
C (1.664, -4.014, -2.347)
C (0.437, -3.892, -1.709)
C (0.129, -2.695, -1.102)
N (0.940, -1.638, -1.108)
C (1.167, 2.796, -1.907)
C (1.149, 4.026, -2.503)
C (0.198, 4.948, -2.069)
C (-0.674, 4.581, -1.066)
C (-0.602, 3.307, -0.524)
N (0.302, 2.419, -0.942)
H (3.734, -0.513, -1.101)
H (3.325, -0.321, -2.792)
H (3.471, -2.963, -2.866)
H (1.944, -4.937, -2.837)
H (-0.269, -4.713, -1.684)
H (-0.807, -2.559, -0.587)
H (1.881, 4.247, -3.268)
H (0.153, 5.937, -2.505)
H (-1.413, 5.270, -0.682)
H (-1.267, 2.996, 0.262)
C (-2.959, -0.729, -0.918)
N (-2.929, -1.941, -0.077)
C (-2.808, -1.668, 1.367)
P (-1.150, -1.314, 2.124)
C (-0.095, -2.675, 2.543)
C (-0.014, -3.885, 1.850)
C (0.844, -4.878, 2.291)
C (1.623, -4.670, 3.424)
C (1.550, -3.467, 4.115)
C (0.692, -2.469, 3.685)
C (-1.662, -0.484, 3.592)
C (-2.385, -1.224, 4.541)
C (-2.750, -0.619, 5.728)
C (-2.383, 0.704, 5.974)
C (-1.661, 1.426, 5.037)
C (-1.299, 0.836, 3.832)
C (-3.305, -3.162, -0.520)
C (-3.262, -4.293, 0.363)
C (-3.620, -5.532, -0.084)
C (-4.045, -5.714, -1.413)
C (-4.110, -4.620, -2.288)
C (-3.749, -3.370, -1.866)
P (-1.456, 0.090, -1.776)
C (-2.357, 1.612, -2.251)
C (-3.253, 2.273, -1.402)
C (-3.904, 3.425, -1.818)
C (-3.648, 3.953, -3.076)
C (-2.733, 3.329, -3.911)
C (-2.098, 2.163, -3.508)
C (-1.284, -0.722, -3.391)
C (-2.386, -1.140, -4.142)
C (-2.220, -1.630, -5.427)
C (-0.952, -1.680, -5.995)
C (0.142, -1.216, -5.281)
C (-0.024, -0.740, -3.987)
H (-3.325, 0.065, -0.280)
H (-3.680, -0.846, -1.717)
H (-3.317, -2.416, 1.964)
H (-3.314, -0.721, 1.553)
H (-0.608, -4.066, 0.966)
H (0.903, -5.817, 1.756)
H (2.284, -5.454, 3.774)
H (2.150, -3.309, 5.001)
H (0.637, -1.537, 4.235)
H (-2.640, -2.266, 4.375)
H (-3.307, -1.176, 6.469)
H (-2.665, 1.168, 6.910)
H (-1.370, 2.449, 5.231)
H (-0.760, 1.409, 3.095)
H (-2.941, -4.193, 1.387)
H (-3.583, -6.375, 0.594)
H (-4.336, -6.699, -1.755)
H (-4.468, -4.756, -3.299)
H (-3.851, -2.552, -2.555)
H (-3.436, 1.935, -0.390)
H (-4.605, 3.913, -1.154)
H (-4.160, 4.849, -3.403)
H (-2.523, 3.737, -4.891)
H (-1.402, 1.686, -4.187)
H (-3.394, -1.027, -3.763)
H (-3.083, -1.943, -6.001)
H (-0.825, -2.051, -7.004)
H (1.124, -1.208, -5.736)
H (0.829, -0.346, -3.457)
N (5.948, 6.539, 1.512)
C (4.943, 5.640, 1.681)
C (4.497, 4.852, 0.607)
C (3.473, 3.949, 0.783)
C (2.883, 3.800, 2.033)
C (3.323, 4.565, 3.116)
C (4.339, 5.473, 2.937)
S (1.507, 2.789, 2.287)
O (1.558, 2.209, 3.599)
O (0.278, 3.432, 1.909)
N (1.731, 1.531, 1.171)
C (2.640, 0.553, 1.552)
N (3.727, 0.768, 2.275)
C (4.444, -0.310, 2.566)
C (4.109, -1.593, 2.124)
C (3.011, -1.696, 1.307)
N (2.281, -0.615, 1.020)
H (6.411, 6.645, 0.628)
H (6.291, 7.083, 2.282)
H (4.979, 4.948, -0.359)
H (3.160, 3.327, -0.045)
H (2.877, 4.431, 4.093)
H (4.689, 6.062, 3.776)
H (5.334, -0.144, 3.164)
H (4.702, -2.458, 2.383)
H (2.702, -2.638, 0.863)
O (-0.983, 0.893, 0.792)
N (-0.403, -0.353, 1.041)

---

Density functional theory data (the ωB97M-V functional and the def2-TZVPD basis) for C54H49CdN12O2PS as an isolated structure.

For the energy above the lowest of the compared OMol25 structures with the same formula, charge and spin, the calculation gives 7.9 kcal per mole. For the HOMO-LUMO gap, the calculation gives 6.7 eV.

Positions of all 120 atoms, in Å:
Cd (-0.487, -1.349, -0.207)
O (0.232, -2.355, 1.950)
N (-0.405, -3.200, 2.753)
C (0.372, -4.064, 3.448)
C (-0.163, -5.000, 4.284)
C (-1.559, -5.054, 4.404)
C (-2.328, -4.163, 3.709)
C (-1.768, -3.173, 2.866)
S (-2.676, -1.982, 2.067)
H (1.427, -3.939, 3.256)
H (0.490, -5.671, 4.822)
H (-2.027, -5.795, 5.039)
H (-3.406, -4.171, 3.782)
C (5.912, -1.751, -3.838)
C (6.074, -1.882, -2.470)
C (4.974, -2.095, -1.645)
C (3.694, -2.177, -2.182)
C (3.543, -2.046, -3.566)
C (4.637, -1.840, -4.388)
P (2.158, -2.335, -1.180)
C (2.868, -2.796, 0.448)
C (3.102, -4.106, 0.853)
C (3.716, -4.367, 2.071)
C (4.097, -3.321, 2.900)
C (3.847, -2.011, 2.515)
C (3.231, -1.756, 1.299)
C (1.451, -3.889, -1.835)
C (2.301, -4.843, -2.337)
C (1.819, -6.021, -2.941)
C (0.476, -6.205, -3.058)
C (-0.441, -5.247, -2.559)
C (-1.831, -5.475, -2.700)
C (-2.724, -4.583, -2.193)
C (-2.258, -3.434, -1.516)
C (-0.925, -3.143, -1.355)
C (0.023, -4.069, -1.906)
H (6.770, -1.586, -4.477)
H (7.064, -1.826, -2.033)
H (5.125, -2.204, -0.579)
H (2.556, -2.141, -4.008)
H (4.497, -1.749, -5.458)
H (2.799, -4.928, 0.217)
H (3.896, -5.392, 2.373)
H (4.581, -3.527, 3.847)
H (4.128, -1.189, 3.162)
H (3.011, -0.735, 1.007)
H (3.372, -4.687, -2.286)
H (2.517, -6.759, -3.316)
H (0.081, -7.094, -3.539)
H (-2.161, -6.374, -3.209)
H (-3.789, -4.758, -2.291)
H (-3.004, -2.778, -1.077)
C (-4.539, 1.547, 2.440)
N (-4.058, 0.997, 1.194)
C (-2.794, 0.738, 0.876)
N (-2.716, 0.264, -0.352)
C (-4.023, 0.250, -0.741)
N (-4.872, 0.710, 0.150)
C (-4.044, 2.959, 2.671)
C (-4.131, 3.529, 3.937)
C (-3.648, 4.811, 4.167)
C (-3.052, 5.533, 3.144)
C (-2.961, 4.961, 1.880)
C (-3.466, 3.688, 1.645)
C (-2.294, 5.675, 0.788)
N (-1.780, 6.851, 0.765)
N (-1.255, 7.022, -0.525)
C (-1.499, 5.931, -1.157)
O (-2.154, 5.021, -0.394)
C (-1.166, 5.555, -2.534)
C (-0.434, 6.435, -3.329)
C (-0.112, 6.071, -4.624)
C (-0.509, 4.834, -5.123)
C (-1.237, 3.956, -4.333)
C (-1.626, 2.593, -4.856)
N (-0.920, 1.531, -4.159)
C (-1.284, 0.825, -3.084)
N (-0.293, 0.054, -2.686)
C (0.678, 0.332, -3.594)
N (0.350, 1.224, -4.503)
C (-1.567, 4.325, -3.035)
H (-4.196, 0.896, 3.247)
H (-5.626, 1.492, 2.408)
H (-1.978, 0.871, 1.568)
H (-4.354, -0.105, -1.705)
H (-4.570, 2.965, 4.752)
H (-3.721, 5.243, 5.157)
H (-2.658, 6.526, 3.311)
H (-3.392, 3.263, 0.653)
H (-0.127, 7.388, -2.921)
H (0.459, 6.746, -5.248)
H (-0.240, 4.547, -6.132)
H (-1.366, 2.507, -5.908)
H (-2.694, 2.407, -4.746)
H (-2.248, 0.906, -2.611)
H (1.653, -0.129, -3.577)
H (-2.131, 3.648, -2.403)
C (-0.270, 1.993, 4.353)
C (-0.198, 0.492, 4.173)
N (-0.197, 0.196, 2.753)
C (0.460, 0.956, 1.839)
N (0.482, 0.531, 0.595)
C (1.207, 1.336, -0.385)
C (2.311, 2.173, 0.227)
C (1.726, 3.005, 1.341)
N (0.990, 2.144, 2.255)
C (0.919, 2.599, 3.639)
H (-0.257, 2.269, 5.408)
H (-1.198, 2.371, 3.911)
H (-1.063, -0.008, 4.613)
H (0.698, 0.094, 4.666)
H (-0.178, -0.812, 2.509)
H (0.509, 1.994, -0.917)
H (1.624, 0.658, -1.124)
H (2.766, 2.815, -0.529)
H (3.095, 1.526, 0.630)
H (1.069, 3.788, 0.943)
H (2.513, 3.499, 1.915)
H (0.856, 3.688, 3.624)
H (1.844, 2.333, 4.166)

---

Density functional theory data (the ωB97M-V functional and the def2-TZVPD basis) for C54H51Cl4N4OPPdS as an isolated structure.

For the energy above the lowest of the compared OMol25 structures with the same formula, charge and spin, the calculation gives 0.0 kcal per mole. As for the expectation value of S²: 2.008. Its charge is +2. For the HOMO-LUMO gap (spin up / spin down), the calculation gives 7.0 / 5.6 eV. The spin multiplicity is 3.

Positions of all 117 atoms, in Å:
Pd (0.626, -0.844, -0.184)
C (-2.255, -2.646, 1.216)
C (-1.716, -2.089, 2.505)
C (-2.574, -1.775, 3.551)
C (-2.083, -1.267, 4.745)
C (-0.721, -1.075, 4.906)
C (0.175, -1.388, 3.888)
C (1.652, -1.220, 4.106)
C (-0.349, -1.893, 2.704)
N (0.516, -2.179, 1.586)
C (1.030, -3.338, 1.427)
C (0.917, -4.478, 2.388)
C (1.751, -3.603, 0.110)
C (2.487, -4.891, -0.065)
N (1.599, -2.722, -0.802)
C (2.003, -2.985, -2.162)
C (1.045, -3.567, -2.991)
C (-0.328, -3.951, -2.503)
C (1.391, -3.790, -4.318)
C (2.636, -3.424, -4.803)
C (3.553, -2.817, -3.960)
C (3.250, -2.581, -2.624)
C (4.263, -1.940, -1.716)
H (-3.327, -2.468, 1.145)
H (-2.097, -3.725, 1.146)
H (-1.789, -2.184, 0.335)
H (-3.636, -1.926, 3.422)
H (-2.762, -1.021, 5.548)
H (-0.338, -0.681, 5.838)
H (1.853, -0.385, 4.775)
H (2.194, -1.049, 3.177)
H (2.076, -2.110, 4.576)
H (0.112, -4.318, 3.100)
H (1.850, -4.584, 2.946)
H (0.756, -5.414, 1.855)
H (2.996, -5.174, 0.855)
H (3.206, -4.814, -0.877)
H (1.794, -5.699, -0.313)
H (-0.670, -3.333, -1.672)
H (-0.353, -4.993, -2.176)
H (-1.054, -3.855, -3.308)
H (0.666, -4.246, -4.978)
H (2.886, -3.600, -5.839)
H (4.522, -2.518, -4.337)
H (4.882, -1.227, -2.261)
H (4.934, -2.685, -1.280)
H (3.784, -1.406, -0.891)
Cl (0.987, 0.114, -2.531)
C (2.531, 0.958, -2.421)
C (3.105, 1.317, -3.626)
C (4.327, 1.972, -3.610)
C (4.953, 2.250, -2.403)
C (4.357, 1.875, -1.211)
C (3.122, 1.224, -1.192)
P (2.373, 0.748, 0.398)
C (3.738, 0.321, 1.495)
C (4.422, 1.306, 2.209)
C (5.486, 0.954, 3.023)
C (5.871, -0.376, 3.136)
C (5.187, -1.361, 2.436)
C (4.123, -1.012, 1.621)
C (1.619, 2.237, 1.085)
C (1.241, 2.219, 2.429)
C (0.630, 3.324, 2.991)
C (0.376, 4.448, 2.212)
C (0.738, 4.464, 0.874)
C (1.364, 3.361, 0.308)
H (2.609, 1.079, -4.556)
H (4.790, 2.258, -4.544)
H (5.908, 2.755, -2.389)
H (4.865, 2.081, -0.278)
H (4.121, 2.344, 2.142)
H (6.013, 1.719, 3.574)
H (6.702, -0.645, 3.772)
H (5.480, -2.397, 2.530)
H (3.579, -1.786, 1.090)
H (1.427, 1.340, 3.038)
H (0.345, 3.309, 4.033)
H (-0.100, 5.313, 2.652)
H (0.548, 5.341, 0.271)
H (1.653, 3.386, -0.736)
Cl (-3.009, -1.036, -6.000)
C (-3.443, 0.003, -4.685)
C (-3.581, 1.367, -4.899)
C (-3.916, 2.181, -3.833)
C (-4.118, 1.667, -2.553)
C (-4.410, 2.604, -1.408)
C (-3.130, 3.266, -0.878)
N (-2.308, 2.302, -0.158)
C (-2.394, 1.976, 1.172)
C (-1.523, 0.951, 1.366)
N (-0.920, 0.637, 0.167)
C (-1.420, 1.478, -0.723)
O (-5.274, 3.649, -1.809)
C (-6.534, 3.650, -1.138)
C (-6.383, 3.688, 0.357)
C (-5.803, 4.707, 1.055)
Cl (-5.183, 6.169, 0.407)
S (-5.734, 4.413, 2.740)
C (-6.496, 2.893, 2.542)
C (-6.782, 2.638, 1.238)
C (-3.993, 0.294, -2.386)
Cl (-4.282, -0.451, -0.830)
C (-3.657, -0.548, -3.435)
H (-3.436, 1.776, -5.888)
H (-4.044, 3.244, -3.988)
H (-4.837, 2.022, -0.585)
H (-3.409, 4.075, -0.206)
H (-2.530, 3.681, -1.689)
H (-3.063, 2.489, 1.838)
H (-1.295, 0.428, 2.279)
H (-1.192, 1.512, -1.771)
H (-7.112, 2.766, -1.424)
H (-7.052, 4.534, -1.509)
H (-6.715, 2.285, 3.402)
H (-7.282, 1.743, 0.901)
H (-3.585, -1.614, -3.282)

---

Density functional theory data (the ωB97M-V functional and the def2-TZVPD basis) for C54H51F15GeN7OSTeTi as an isolated structure in a non-equilibrium geometry.

For the energy above the lowest of the compared OMol25 structures with the same formula, charge and spin, the calculation gives 8.3 kcal per mole. As for the expectation value of S²: 3.764. For the HOMO-LUMO gap (spin up / spin down), the calculation gives 5.4 / 6.8 eV. The spin multiplicity is 4.

Positions of all 132 atoms, in Å:
Ti (0.314, 1.374, -1.527)
C (-2.270, 3.806, -0.897)
C (-2.557, 2.790, -2.005)
N (-1.344, 2.458, -2.785)
C (-1.591, 1.628, -3.998)
C (-0.905, 0.262, -3.921)
N (0.500, 0.396, -3.499)
C (1.434, 0.862, -4.539)
C (1.785, 2.357, -4.482)
C (2.642, 2.812, -3.293)
N (1.900, 2.880, -2.024)
C (1.461, 4.208, -1.582)
C (0.863, 4.112, -0.173)
N (-0.073, 2.968, -0.032)
C (-1.470, 3.300, 0.307)
H (-3.238, 4.141, -0.518)
H (-1.781, 4.690, -1.328)
H (-3.331, 3.183, -2.675)
H (-2.925, 1.864, -1.558)
H (-0.943, 3.339, -3.088)
H (-1.251, 2.179, -4.878)
H (-2.667, 1.468, -4.114)
H (-0.991, -0.255, -4.885)
H (-1.411, -0.326, -3.161)
H (0.809, -0.502, -3.126)
H (1.018, 0.626, -5.525)
H (2.355, 0.289, -4.433)
H (0.878, 2.970, -4.528)
H (2.353, 2.575, -5.391)
H (3.078, 3.792, -3.514)
H (3.467, 2.109, -3.165)
H (2.463, 2.478, -1.275)
H (0.711, 4.578, -2.289)
H (2.289, 4.928, -1.580)
H (0.339, 5.040, 0.066)
H (1.673, 3.984, 0.549)
H (0.278, 2.312, 0.680)
H (-1.495, 4.046, 1.108)
H (-1.930, 2.382, 0.674)
C (3.560, 0.863, 7.989)
C (3.053, 0.751, 6.576)
C (1.828, 1.281, 6.206)
C (1.330, 1.160, 4.906)
C (0.006, 1.835, 4.632)
C (2.085, 0.458, 3.957)
Te (1.295, 0.166, 1.974)
N (1.788, 0.244, -0.585)
C (2.720, -0.679, -0.670)
O (3.386, -1.285, 0.187)
C (3.069, -1.094, -2.090)
C (2.382, -2.127, -2.721)
C (2.784, -2.572, -3.974)
C (3.891, -2.010, -4.599)
C (4.595, -0.996, -3.961)
C (4.181, -0.540, -2.718)
C (0.682, -1.807, 2.429)
C (1.632, -2.816, 2.275)
C (1.306, -4.132, 2.560)
C (0.028, -4.443, 3.000)
C (-0.906, -3.435, 3.162)
C (-0.605, -2.100, 2.886)
C (-1.693, -1.086, 3.118)
C (3.354, -0.041, 4.295)
C (4.281, -0.722, 3.321)
C (3.806, 0.115, 5.599)
H (2.854, 1.402, 8.620)
H (4.516, 1.388, 8.028)
H (3.716, -0.124, 8.428)
H (1.233, 1.808, 6.945)
H (-0.039, 2.786, 5.165)
H (-0.829, 1.227, 4.983)
H (-0.165, 2.028, 3.575)
H (1.537, -2.584, -2.215)
H (2.243, -3.378, -4.455)
H (4.213, -2.375, -5.565)
H (5.467, -0.562, -4.435)
H (4.751, 0.226, -2.202)
H (2.611, -2.568, 1.894)
H (2.046, -4.910, 2.421)
H (-0.241, -5.470, 3.216)
H (-1.905, -3.681, 3.510)
H (-2.605, -1.386, 2.602)
H (-1.433, -0.093, 2.761)
H (-1.923, -1.026, 4.185)
H (3.911, -0.752, 2.300)
H (4.463, -1.753, 3.632)
H (5.244, -0.207, 3.315)
H (4.787, -0.277, 5.856)
N (3.780, 3.026, 2.973)
C (5.119, 3.166, 3.019)
C (5.607, 2.723, 1.812)
C (4.457, 2.306, 1.109)
N (3.358, 2.488, 1.819)
H (3.131, 3.098, 3.739)
H (5.609, 3.551, 3.898)
H (6.633, 2.692, 1.491)
H (4.382, 1.845, 0.135)
F (-4.707, -3.681, 0.913)
C (-4.956, -2.416, 1.277)
C (-4.375, -1.339, 0.630)
C (-4.705, -0.092, 1.145)
F (-4.205, 1.041, 0.634)
C (-5.561, 0.084, 2.218)
F (-5.845, 1.304, 2.670)
C (-6.122, -1.023, 2.827)
F (-6.945, -0.870, 3.858)
C (-5.820, -2.283, 2.356)
F (-6.350, -3.356, 2.938)
Ge (-3.030, -1.473, -0.827)
S (-1.424, -0.174, -0.357)
C (-2.583, -3.376, -1.025)
C (-3.516, -4.253, -1.548)
F (-4.748, -3.812, -1.870)
C (-3.277, -5.595, -1.756)
F (-4.217, -6.395, -2.257)
C (-2.031, -6.105, -1.432)
F (-1.769, -7.394, -1.624)
C (-1.065, -5.269, -0.912)
F (0.138, -5.758, -0.611)
C (-1.349, -3.922, -0.715)
F (-0.351, -3.195, -0.223)
C (-3.952, -1.048, -2.548)
C (-3.540, -1.634, -3.731)
F (-2.489, -2.472, -3.763)
C (-4.154, -1.407, -4.952)
F (-3.702, -1.987, -6.062)
C (-5.246, -0.562, -5.009)
F (-5.848, -0.324, -6.169)
C (-5.703, 0.037, -3.852)
F (-6.753, 0.853, -3.895)
C (-5.051, -0.218, -2.652)
F (-5.558, 0.408, -1.582)